No. 1
The following is a quantum chemistry calculation of a single C12H11N molecule, from the Open Molecules 2025 dataset.

Structure (ORCA input):
```
! RIJCOSX wB97M-V def2-TZVPD def2/J DEFGRID3
* xyz 0 1
C 2.6265 -0.5762 -0.2379
C 3.1287 0.7246 -0.0169
C 2.2719 1.7486 0.3630
C 0.9037 1.5291 0.4743
C 0.4091 0.2704 0.1019
C 1.2693 -0.7435 -0.1631
C -1.0783 0.1216 0.0564
C -1.9120 1.0500 -0.4891
C -3.3013 0.8587 -0.5748
C -3.8799 -0.2765 -0.0945
C -3.0429 -1.2712 0.4209
C -1.6549 -1.0888 0.5072
H 2.9463 -2.5489 -0.3204
H 4.3910 -1.6559 -0.0178
H 4.2363 0.8702 -0.1402
H 2.7179 2.7209 0.5935
H 0.2537 2.3561 0.7293
H 0.8855 -1.7092 -0.3815
H -1.5054 1.9433 -1.0230
H -3.7895 1.6916 -1.0821
H -4.9245 -0.5037 -0.1327
H -3.4985 -2.1449 0.7824
H -0.9318 -1.7273 1.0949
N 3.4790 -1.6392 -0.4496
*
```

Values from the calculation:
Relative energy (zero: lowest compared OMol25 entry of this formula, charge and spin) ... 0.00 kcal per mole
E_LUMO ... 0.96 eV
Kohn-Sham gap ... 0.329 hartree
SMILES ... Nc1cccc(-c2ccccc2)c1

natural (NBO) population analysis, charges in e, atoms 1 to 2:
1 C 0.192
2 C -0.270


No. 2
The following is a quantum chemistry calculation of a single C12H11NO2 molecule, from the Open Molecules 2025 dataset.

Structure (ORCA input):
```
! RIJCOSX wB97M-V def2-TZVPD def2/J DEFGRID3
* xyz 0 1
C -3.9821 0.9166 -0.3638
C -3.0625 1.8055 0.0492
C -3.6185 -0.4300 -0.2980
C -1.6838 1.4202 0.3324
C -2.3941 -0.8807 0.0695
C 3.0680 1.6878 -0.0833
C 2.3207 -0.4158 0.0801
C -1.4015 0.0648 0.3242
C 3.4954 0.3942 -0.1143
C 1.3046 0.5155 0.1484
C 1.8928 -1.8353 0.1290
C 0.3161 -1.6993 0.2330
N -0.0680 -0.3441 0.5401
O 1.6783 1.7636 0.0147
O 4.7083 -0.1343 -0.3664
H -4.9067 1.1980 -0.8572
H -3.4400 2.8567 -0.0121
H -4.2695 -1.3011 -0.4475
H -1.0841 2.0353 0.9920
H -2.0586 -1.8196 -0.0006
H 3.5664 2.6421 -0.0230
H 2.2614 -2.4063 -0.8313
H 2.2357 -2.2652 0.9988
H -0.0258 -1.9141 -0.7887
H -0.1308 -2.3780 0.9487
H 5.2784 0.5234 -0.6741
*
```

Values from the calculation:
Relative energy (zero: lowest compared OMol25 entry of this formula, charge and spin) ... 57.23 kcal per mole
E_LUMO ... 0.66 eV
Kohn-Sham gap ... 0.299 hartree
SMILES ... Oc1coc2c1CCN2c1ccccc1

natural (NBO) population analysis, charges in e, atoms 1 to 2:
1 C -0.279
2 C -0.165


No. 3
The following is a quantum chemistry calculation of a molecular structure, C12H12BCl3N8O3PdS2Si, from the Open Molecules 2025 dataset.

Structure (ORCA input):
```
! RIJCOSX wB97M-V def2-TZVPD def2/J DEFGRID3
* xyz 1 2
Pd 0.4701 2.1476 1.7554
C -3.3888 0.6090 0.4751
C -2.5944 1.2069 1.4543
N -1.3137 0.9106 1.2551
N -1.2531 0.0968 0.1761
C -2.4987 -0.0680 -0.3238
B 0.1195 -0.1760 -0.4919
N 0.5755 1.1342 -1.1703
C 1.1161 1.4166 -2.3761
C 1.5569 2.7162 -2.3766
C 1.2736 3.1767 -1.0897
N 0.6962 2.2254 -0.3690
N 1.2478 -0.6783 0.4101
C 2.1331 -1.6879 0.1999
C 3.1399 -1.5786 1.1206
C 2.8097 -0.4288 1.8606
N 1.6937 0.1128 1.4152
N -0.2568 -1.3530 -1.4808
C -0.6281 -1.3609 -2.7670
C -1.2621 -2.5529 -3.0812
C -1.2766 -3.2847 -1.9089
N -0.6981 -2.5364 -0.9688
H -4.4574 0.6558 0.3641
H -2.8760 1.8547 2.2689
H -2.6932 -0.6726 -1.1934
H 1.1827 0.6823 -3.1594
H 2.0199 3.2509 -3.1864
H 1.4570 4.1457 -0.6559
H 2.0001 -2.4195 -0.5785
H 3.9925 -2.2237 1.2378
H 3.3443 0.0326 2.6756
H -0.4592 -0.5025 -3.3917
H -1.6590 -2.8486 -4.0354
H -1.6377 -4.2710 -1.6701
Cl 0.7037 5.6901 2.0845
Si 1.3839 3.8745 2.6670
Cl 3.2107 4.0735 3.4802
Cl 0.0333 2.9032 4.0144
O -2.8011 -2.7337 0.7218
S -1.6146 -2.9460 1.4758
O -1.3262 -4.1609 2.1483
O -0.3586 -2.9313 0.2711
S -1.1069 -1.5007 2.7429
*
```

Values from the calculation:
Relative energy (zero: lowest compared OMol25 entry of this formula, charge and spin) ... 50.39 kcal per mole
E_LUMO (spin up / spin down) ... -3.32 / -6.17 eV
Kohn-Sham gap (spin up / spin down) ... 0.306 / 0.201 hartree

natural (NBO) population analysis, charges in e, atoms 1 to 2:
1 Pd 0.486
2 C -0.310


No. 4
The following is a quantum chemistry calculation of a molecular structure, C12H12BF6N8SbV, from the Open Molecules 2025 dataset.

Structure (ORCA input):
```
! RIJCOSX wB97M-V def2-TZVPD def2/J DEFGRID3
* xyz 2 2
V -1.3255 -1.2225 -0.5741
C -1.5807 -0.0616 3.3245
C -2.0283 -0.7972 2.2723
N -1.2016 -0.5849 1.1927
N -0.2323 0.3087 1.5822
C -0.4455 0.6273 2.8512
B 0.8097 0.7271 0.4861
N 1.3987 -0.6291 -0.0671
C 2.6315 -1.1125 -0.1355
C 2.6019 -2.3871 -0.7221
C 1.2837 -2.6331 -0.9896
N 0.5436 -1.5563 -0.5843
N -0.0538 1.3197 -0.6959
C -0.0598 2.4805 -1.3342
C -1.0502 2.4632 -2.3293
C -1.6295 1.2282 -2.2446
N -1.0250 0.5273 -1.2355
N 1.8688 1.6472 0.9196
C 2.8719 2.1880 0.1529
C 3.6202 2.9910 0.9608
C 3.0230 2.8686 2.2355
N 1.9546 2.1009 2.2049
H -1.9978 -0.0088 4.3153
H -2.8692 -1.4689 2.1978
H 0.2228 1.3196 3.3405
H 3.4681 -0.5404 0.2366
H 3.4417 -3.0328 -0.9125
H 0.8129 -3.4992 -1.4276
H 0.6253 3.2665 -1.0537
H -1.2988 3.2592 -3.0097
H -2.4360 0.7969 -2.8162
H 2.9753 1.9622 -0.8978
H 4.4850 3.5724 0.6940
H 3.3142 3.3481 3.1568
F -1.8620 -1.9405 -2.3992
Sb -3.4556 -2.9482 -1.6891
F -4.5326 -2.1201 -2.9088
F -3.3847 -1.2275 -0.6716
F -1.9704 -3.1405 -0.3331
F -4.6021 -3.6733 -0.4699
F -2.9114 -4.4180 -2.6223
*
```

Values from the calculation:
E_LUMO (spin up / spin down) ... -10.25 / -9.29 eV
Kohn-Sham gap (spin up / spin down) ... 0.189 / 0.224 hartree

Mulliken population analysis, charges in e, atoms 1 to 2:
1 V 0.704
2 C -1.255


No. 5
The following is a quantum chemistry calculation of a molecular structure, C12H12BaINO3, from the Open Molecules 2025 dataset.

Structure (ORCA input):
```
! RIJCOSX wB97M-V def2-TZVPD def2/J DEFGRID3
* xyz 2 1
C -2.9672 1.4345 -0.1734
O -3.4611 0.0777 -0.3141
C -2.9466 -0.8019 0.7082
C -1.3190 -0.8279 0.7795
C -0.7443 -0.0647 2.0730
N 0.5512 0.6569 1.8624
C 0.5986 1.7200 0.8591
O 0.1648 2.8848 0.8727
C 1.3933 1.0113 -0.3399
C 1.5780 1.3961 -1.8372
C 2.4105 0.3968 -2.7169
C 3.0397 -0.9499 -2.1589
C 2.8339 -1.3214 -0.6052
I 3.5709 -3.1185 0.3864
C 2.0180 -0.3101 0.2349
C 1.6284 -0.3397 1.7855
O 2.0853 -0.9732 2.7491
H -2.1737 1.5871 -1.0035
H -3.8120 2.1926 -0.3588
H -2.5118 1.6727 0.8473
H -3.2601 -1.8694 0.3948
H -3.3659 -0.6118 1.7554
H -0.9561 -0.4224 -0.2251
H -0.9672 -1.9280 0.8321
H -0.5300 -0.8805 2.8638
H -1.5703 0.5880 2.5416
H 1.1059 2.3429 -2.2513
H 2.5569 0.6273 -3.8260
H 3.6397 -1.7260 -2.8007
Ba 1.4102 -2.4435 -2.9348
*
```

Values from the calculation:
E_LUMO ... -9.00 eV
Kohn-Sham gap ... 0.216 hartree

Mulliken population analysis, charges in e, atoms 1 to 2:
1 C -0.387
2 O -0.387


No. 6
The following is a quantum chemistry calculation of a molecular structure, C12H12BrNO4S2, from the Open Molecules 2025 dataset.

Structure (ORCA input):
```
! RIJCOSX wB97M-V def2-TZVPD def2/J DEFGRID3
* xyz 0 1
C -2.2820 -4.2159 0.1152
H -1.2626 -4.1392 -0.5596
O -2.1995 -3.2029 1.0707
C -2.2134 -1.9847 0.8569
C -2.1785 -1.3738 1.8981
C -2.1451 0.0927 2.0859
C -2.1473 0.7117 0.9826
C -2.1658 0.1280 -0.4847
C -2.2976 -1.2528 -0.4498
O -2.2763 -2.0573 -1.5152
C -2.3395 -1.1380 -2.7239
H -3.2381 -0.5660 -2.9594
H -1.3299 -0.9551 -2.9836
H -2.3146 -2.0336 -3.4592
H -2.1408 0.6384 -1.4164
N -1.9830 2.2012 0.8591
S -0.7337 2.7172 -0.2445
O -1.1720 2.5724 -1.5721
O -0.4476 4.3265 0.0804
C 0.6441 1.9561 0.1775
C 1.5475 2.1077 0.9518
C 2.4387 1.1808 1.2628
C 2.3198 0.2395 0.2232
S 0.8740 0.5072 -0.6397
Br 3.3238 -1.2566 -0.3452
H 3.4568 1.0783 1.7954
H 1.5912 2.7938 1.6755
H -1.8791 2.8758 1.5879
H -2.1137 0.6973 3.0708
H -2.2001 -1.7714 3.0568
H -3.1851 -3.9888 -0.6776
H -2.3995 -5.2211 0.3801
*
```

Values from the calculation:
E_LUMO ... 0.09 eV
Kohn-Sham gap ... 0.309 hartree

natural (NBO) population analysis, charges in e, atoms 1 to 2:
1 C -0.248
2 H 0.171


No. 7
The following is a quantum chemistry calculation of a molecular structure, C12H12Cl33O7SV, from the Open Molecules 2025 dataset.

Structure (ORCA input):
```
! RIJCOSX wB97M-V def2-TZVPD def2/J DEFGRID3
* xyz 0 3
V 2.1396 -1.0370 -1.5668
S 4.5655 -1.8585 -1.8456
O 3.1156 -1.9222 -2.7391
O 4.8370 -3.2485 -1.4644
O 5.4009 -0.8807 -2.4588
O 3.8546 -1.0939 -0.6628
O -1.3057 0.0685 -1.1580
C -0.1417 -0.4681 -1.3559
O 0.5577 -0.0217 -2.3668
O 0.3963 -1.2694 -0.5543
H -1.9674 -0.4106 -0.6776
C -6.2658 -0.5596 5.3562
Cl -7.5477 0.1988 6.2490
Cl -5.1754 0.6660 4.6633
Cl -6.9558 -1.5789 3.9667
H -5.6207 -1.3050 5.8459
C 0.3446 1.6614 2.6196
Cl 1.8940 0.9784 1.9419
Cl 0.5782 1.9608 4.3092
Cl -0.9604 0.5996 2.2934
H 0.0535 2.5842 2.1887
C -2.8104 -4.3455 -1.2484
Cl -3.9588 -5.3523 -2.0824
Cl -1.8291 -3.4468 -2.4187
Cl -1.6370 -5.3039 -0.2324
H -3.2907 -3.5985 -0.6583
C 3.8777 -2.6916 3.3010
Cl 4.9882 -1.3321 2.8451
Cl 2.8131 -3.0605 2.0582
Cl 3.0573 -2.1713 4.7295
H 4.5033 -3.5733 3.5727
C 1.1267 4.3713 -2.1107
Cl 0.5769 6.0495 -1.7814
Cl 0.1750 3.6710 -3.4325
Cl 1.0592 3.3353 -0.7306
H 2.1243 4.4474 -2.4497
C -4.6672 -1.5725 1.0288
Cl -5.0000 -0.8390 -0.5544
Cl -2.8404 -1.8228 1.1699
Cl -5.2734 -3.2004 1.1543
H -4.9759 -1.0085 1.8543
C -1.7130 -2.7659 5.3313
Cl -1.9828 -1.0726 5.7063
Cl -0.2015 -2.9735 4.4387
Cl -3.0977 -3.3631 4.3484
H -1.7094 -3.3768 6.2352
C 4.5480 3.6423 0.7620
Cl 4.7612 3.7714 2.5204
Cl 5.9902 2.7722 0.0925
Cl 4.3711 5.1891 -0.0021
H 3.6780 3.0326 0.5266
C -3.9674 2.8944 -0.1929
Cl -4.5560 2.5557 1.4438
Cl -2.4045 3.6737 -0.2100
Cl -5.2030 3.7847 -1.0468
H -3.7891 1.9312 -0.7205
C 4.9448 1.7825 -4.6845
Cl 3.5029 2.1747 -3.6903
Cl 6.5096 2.3466 -3.9699
Cl 4.6948 2.4950 -6.3526
H 5.0403 0.7224 -4.7603
C 0.0811 -0.1016 -6.5250
Cl 0.1038 -1.9388 -6.3537
Cl 1.7124 0.5598 -6.9174
Cl -0.6433 0.6312 -5.1530
H -0.4864 0.0137 -7.4241
*
```

Values from the calculation:
E_LUMO (spin up / spin down) ... -1.34 / -0.88 eV
Kohn-Sham gap (spin up / spin down) ... 0.340 / 0.366 hartree

natural (NBO) population analysis, charges in e, atoms 1 to 2:
1 V 1.620
2 S 2.460


No. 8
The following is a quantum chemistry calculation of a single C12H12ClN molecule, from the Open Molecules 2025 dataset.

Structure (ORCA input):
```
! RIJCOSX wB97M-V def2-TZVPD def2/J DEFGRID3
* xyz 0 1
C 4.1373 0.0111 -0.7340
C 3.4341 1.0499 -0.0473
C 3.3370 -0.9503 -1.2610
C 2.1083 1.2246 0.0570
C 1.9013 -0.9241 -1.1455
C 1.2865 0.2142 -0.4553
C -1.0211 -0.7169 -1.1164
C -0.1613 0.0406 -0.2634
C -1.0302 0.4282 1.2159
C -2.5033 -1.3130 0.5333
C -2.4131 0.0459 1.2878
C -3.2797 1.1593 0.5734
N -2.1312 -1.2755 -0.8500
Cl -0.2217 1.2983 2.4435
H 5.1643 -0.2642 -0.6540
H 4.0078 1.8876 0.2498
H 3.6842 -1.7244 -1.9772
H 1.7333 2.0876 0.6601
H 1.2337 -1.6616 -1.6136
H -0.7155 -0.7919 -2.1880
H -1.6301 -1.9448 1.0665
H -3.5299 -1.8628 0.6074
H -2.9387 -0.1554 2.3251
H -3.6155 1.9885 1.2623
H -4.1204 0.6471 0.3093
H -2.7162 1.5022 -0.2857
*
```

Values from the calculation:
E_LUMO (spin up / spin down) ... -0.90 / -0.20 eV
Kohn-Sham gap (spin up / spin down) ... 0.253 / 0.278 hartree
SMILES ... C[C@H]1CN=CC(c2ccccc2)=C1Cl

natural (NBO) population analysis, charges in e, atoms 1 to 2:
1 C -0.227
2 C -0.186